DFT (ωB97M-V/def2-TZVPD) results for C33H25BrCuF5N4O2SSe as an isolated structure.

CARTESIAN COORDINATES (ANGSTROEM)
H (-1.127637, 6.269776, -4.512015)
Br (-0.586136, -2.434568, 0.633969)
C (2.200375, -5.024171, -1.479086)
H (-0.699430, 6.427987, -2.067985)
C (-1.310674, 1.511250, 5.390523)
C (-3.030286, 0.159494, -4.652307)
C (-1.225279, -1.106216, 1.849377)
C (-2.710437, -1.616016, -3.202441)
C (-1.782398, -0.539267, 4.196471)
C (-2.304974, 1.211145, 6.314632)
H (2.580559, -3.217217, -0.370739)
N (-0.893991, 1.797861, -0.328162)
C (1.214352, -4.729959, -3.646979)
N (-3.342876, -0.842152, -2.244732)
O (-0.518893, 0.621087, -2.358062)
H (-0.213128, 0.840484, 3.656297)
N (-2.558146, -1.043363, -4.443023)
H (2.493393, -0.982192, -1.358505)
H (-1.118143, 4.043723, -5.627589)
H (-4.062717, 1.941645, -3.909907)
C (-0.722831, 2.985149, -3.797103)
C (1.732447, -2.776604, -2.292478)
H (-0.721974, 2.416916, 5.496677)
F (5.040468, 0.981114, 1.190700)
H (-1.517709, -2.543165, 3.319452)
C (3.407939, 0.077388, 2.649642)
C (4.739891, 0.307196, 2.301424)
C (-3.822179, 0.394323, -2.467755)
F (7.063363, 0.117773, 2.686466)
C (-1.511412, -1.481066, 3.086576)
H (-4.290400, 0.894595, -1.634574)
Se (1.953983, 0.680442, 1.610348)
N (-0.785905, 0.573496, 0.244502)
H (1.721678, -6.651482, -2.811785)
C (-0.728394, 5.464665, -2.570893)
C (-1.043019, 0.641913, 4.339195)
C (-3.705703, 0.945004, -3.692007)
C (-1.407139, 0.236193, 1.282207)
F (4.062596, -1.768222, 5.742957)
H (0.866376, 1.791980, -1.402263)
H (-3.291499, -1.790727, 5.079938)
C (-0.496589, 4.319142, -1.813838)
C (2.204518, -3.645318, -1.295746)
H (1.797410, -0.726707, -3.009052)
H (-2.071840, 0.921563, 1.802083)
C (4.284668, -1.084786, 4.611437)
H (0.803158, -5.151728, -4.560268)
Cu (0.099814, -0.709048, -1.145296)
C (-0.201481, 1.766655, -1.675179)
H (0.798590, -2.697889, -4.219801)
C (-0.955808, 4.123885, -4.557017)
H (-3.771865, -0.231057, 6.938919)
H (-3.404611, -1.269627, -1.337292)
C (1.715995, -5.575433, -2.661145)
C (1.760321, -1.314945, -2.097485)
C (3.232476, -0.639319, 3.838427)
H (-2.518356, 1.897233, 7.126559)
H (-0.686050, 1.999671, -4.246656)
C (-3.012727, 0.018345, 6.204099)
F (2.004385, -0.926543, 4.288077)
C (5.803523, -0.131378, 3.063530)
O (-0.258511, 4.513027, -0.488183)
C (1.216309, -3.353753, -3.463158)
C (-2.743407, -0.855204, 5.160882)
S (-2.220112, -3.146000, -2.787310)
H (2.575379, -5.677088, -0.694262)
H (-0.025064, 3.670069, -0.063736)
C (-0.511142, 3.055619, -2.425392)
F (6.606597, -1.248307, 4.975845)
C (-0.961374, 5.368257, -3.932624)
H (-2.872483, 0.564388, -5.651171)
C (5.580670, -0.829870, 4.227074)
H (-1.816504, 2.209899, -0.313295)

Force components x, y, z for each atom (eV/Å):
H -0.01 -0.04 0.03
Br -0.12 -0.03 0.10
C -0.02 0.08 0.06
H -0.02 -0.15 -0.07
C -0.05 -0.06 0.00
C 0.22 -0.37 0.02
C 0.00 0.13 -0.54
C -0.02 0.10 -0.11
C -0.03 0.00 0.01
C 0.04 -0.02 -0.09
H 0.02 -0.04 -0.04
N 0.52 0.19 -0.09
C -0.01 0.09 0.01
N 0.03 0.06 -0.18
O -0.04 0.89 -0.11
H -0.17 -0.02 0.06
N -0.14 0.14 0.07
H -0.02 0.00 -0.03
H 0.03 0.01 0.11
H 0.05 -0.09 0.02
C -0.09 0.04 -0.03
C 0.06 0.15 0.00
H -0.06 -0.08 -0.03
F 0.05 0.14 -0.25
H 0.14 0.14 0.06
C 0.12 -0.10 0.21
C -0.21 -0.08 0.11
C 0.01 -0.07 0.25
F 0.23 0.07 -0.10
C -0.12 0.02 0.66
H -0.02 -0.01 0.13
Se -0.10 0.00 0.00
N -0.08 0.21 -0.86
H -0.02 0.13 0.04
C -0.02 0.10 0.01
C 0.12 -0.09 -0.11
C 0.02 0.25 -0.29
C -0.21 -0.29 0.85
F -0.07 -0.10 0.17
H 0.09 -0.01 0.05
H 0.05 0.10 0.01
C 0.00 -0.11 -0.09
C 0.00 -0.15 -0.01
H -0.07 -0.03 -0.05
H -0.02 0.03 0.16
C -0.11 -0.02 0.02
H 0.05 0.08 0.09
Cu 0.82 -0.46 -0.19
C -0.32 -0.21 -0.06
H 0.02 -0.07 -0.01
C 0.00 0.04 0.02
H 0.06 0.01 -0.08
H -0.02 -0.07 0.22
C -0.02 0.03 -0.02
C -0.25 -0.39 0.20
C 0.10 0.14 -0.25
H 0.03 -0.05 -0.02
H -0.03 0.03 0.03
C 0.00 0.01 0.01
F -0.24 -0.02 0.03
C -0.01 0.05 -0.09
O 0.13 -0.09 0.03
C 0.06 -0.07 0.02
C -0.07 0.00 -0.05
S -0.03 0.17 -0.18
H -0.02 0.12 -0.08
H -0.10 0.00 -0.01
C -0.06 -0.01 0.12
F 0.23 -0.11 0.16
C 0.01 -0.10 -0.05
H 0.00 -0.06 0.07
C 0.01 0.00 0.02
H -0.27 -0.07 -0.07

Values from the calculation:
Total charge = -1
Relative energy (zero: lowest compared OMol25 entry of this formula, charge and spin) = 20.9 kcal/mol
E_tot = -9155.4418 Eh
2S+1 = 2
M = 859.06 g mol⁻¹
Lowest unoccupied orbital energy (alpha / beta) = 1.8 / 1.6 eV



DFT (ωB97M-V/def2-TZVPD) results for a 9-piece molecular cluster, C28H48N5O4S3 overall at a distorted geometry.

CARTESIAN COORDINATES (ANGSTROEM)
H (-2.033507, 4.849735, 4.258725)
H (-2.760077, 3.710115, 0.145205)
O (3.116493, -0.945235, -6.114625)
C (5.665753, -1.328385, -1.553505)
C (-3.501127, -0.234005, 3.755445)
C (-2.011547, 4.376815, 3.288025)
C (-5.466897, -4.113755, 0.467835)
H (-5.141027, -3.264735, -1.526275)
C (1.316273, -0.290195, -4.190325)
C (-4.769997, -3.492095, -0.537815)
H (-5.087827, -4.404045, 2.517535)
C (-0.898807, 3.695935, 2.781665)
H (-0.401427, -3.115105, -0.992055)
C (0.140473, 0.640185, -0.398985)
O (0.979523, 1.666005, 0.061255)
C (6.098053, -0.396175, -0.587775)
H (0.846783, -0.652385, 5.476265)
H (-0.201567, -0.855835, 1.168975)
H (-5.167587, 0.797815, 0.724145)
H (1.912193, -0.465325, -3.294605)
N (1.969433, 0.243655, 2.516535)
H (4.094553, 2.069315, -5.365955)
H (-1.094227, 0.635935, 1.305825)
H (0.796013, -0.075355, -0.895365)
H (-2.016257, 4.702095, -4.502935)
H (0.792633, -1.190525, -4.511725)
H (2.848363, -0.076665, -0.802645)
C (0.869723, 4.213995, -3.096735)
H (-3.587257, -0.751545, 4.710865)
C (-3.530487, -3.311515, -0.038605)
C (2.694933, -3.681485, 0.160175)
H (2.693393, -2.284575, 4.333715)
O (-5.988817, -0.074395, 3.429395)
C (4.320253, -1.172395, -1.701875)
C (4.912893, 0.007495, -0.030975)
N (-1.129767, 3.294955, 1.527305)
H (-0.443467, 0.926655, -1.273655)
C (1.161543, 0.462825, 3.622565)
S (2.373143, 0.276995, -5.567615)
C (-2.876107, 4.488655, 2.215305)
H (3.754203, -3.934315, 0.206415)
N (3.842213, -0.248405, -0.856035)
H (2.317653, -3.772785, 1.178715)
H (-3.491027, 0.855915, 3.747675)
S (-4.851107, -0.687255, 2.544505)
H (-2.733997, -2.927225, -0.658555)
C (-1.145567, 4.355955, -3.965825)
C (-4.321417, 0.553375, 1.366275)
H (0.500753, 0.390775, -3.946765)
H (0.043063, 3.494445, 3.270225)
H (-0.602307, 2.678125, 0.926125)
H (3.526023, -1.643645, -2.261805)
C (-2.308187, 3.795895, 1.122355)
H (4.800193, 0.560615, 0.889765)
C (0.007073, -3.926485, -0.389645)
H (-0.826877, -4.624025, -0.311605)
H (1.915543, 3.984835, -2.954855)
H (-3.595257, 0.044985, 0.731975)
O (1.586603, -5.943975, -0.545125)
C (2.377183, -1.299165, 4.024875)
C (2.691263, -0.830565, 2.785185)
H (-3.775967, 5.082405, 2.279475)
H (4.559693, 0.677265, -4.470545)
H (0.471253, 1.291145, 3.684065)
H (6.195083, -1.973305, -2.239285)
H (3.247203, 1.776115, -3.855935)
N (-4.721457, -4.119545, 1.620355)
H (7.118813, -0.171655, -0.315695)
C (3.692013, 1.286965, -4.722525)
H (3.402393, -1.284865, 2.111155)
S (1.638303, -4.532995, -1.067555)
H (1.885403, 0.784275, 1.667555)
H (-2.486267, -0.460105, 3.428255)
H (-1.525717, -0.450485, -0.002095)
H (-1.989877, 3.270345, -2.167045)
H (2.659533, -2.623295, -0.098795)
C (-3.448637, -3.635425, 1.309865)
H (-2.600887, -3.616775, 1.978735)
C (-0.688277, -0.074305, 0.585515)
H (0.142213, -3.525085, 0.614705)
N (0.060663, 3.692335, -2.131645)
C (-1.176527, 3.732115, -2.707065)
C (1.455273, -0.502725, 4.596635)
H (0.579243, 4.921445, -5.219535)
H (0.298493, 3.256775, -1.251965)
H (-6.494217, -4.444655, 0.506895)
H (-3.693197, 1.352105, 1.760585)
C (0.214823, 4.531415, -4.280665)

Force components x, y, z for each atom (eV/Å):
H -0.20 -0.07 -0.09
H 0.44 -0.31 -0.04
O -0.97 1.26 0.78
C 0.00 -0.42 -2.15
C 1.10 -0.55 -1.12
C 2.19 -0.27 -0.25
C -1.35 0.55 0.87
H 0.12 -0.17 0.07
C 0.19 0.09 0.39
C -2.45 -1.39 -0.35
H 0.33 0.04 -0.23
C 0.40 -0.20 1.99
H 0.30 0.26 -0.16
C 2.79 1.10 -0.88
O -1.04 0.01 0.35
C -0.81 -1.35 0.46
H 0.34 0.07 0.15
H 0.12 -0.06 -0.18
H 0.06 0.43 0.30
H -0.06 -0.16 -0.08
N -1.61 1.21 1.64
H -0.53 -0.09 -0.42
H -0.15 0.04 0.13
H 0.34 -1.13 -0.30
H 0.05 -0.42 -0.18
H 0.51 -0.19 -0.22
H 0.12 0.55 0.84
C 2.59 -1.10 -0.41
H -0.70 0.35 -0.10
C 3.55 1.33 0.87
C -0.24 1.12 0.04
H 0.29 0.16 0.40
O 1.07 -1.25 -2.09
C -1.24 -0.79 -1.50
C -0.07 3.30 1.26
N -0.60 0.28 -0.98
H -0.79 0.59 -0.15
C 0.22 0.21 0.34
S 1.29 -0.77 -0.84
C -0.58 -0.19 -1.21
H -0.15 -0.53 -0.71
N 1.19 -1.02 1.41
H -0.38 -0.31 -0.17
H -0.61 -0.11 0.68
S -0.76 2.30 3.70
H 0.27 0.11 0.36
C -0.45 -1.14 1.37
C 0.69 -0.70 -0.92
H 0.35 0.58 -0.14
H -0.08 -0.17 -0.07
H 1.35 -0.18 0.09
H 0.69 -0.43 -0.70
C -2.34 1.38 1.01
H -0.17 0.43 -0.26
C 0.00 1.42 -0.12
H 0.73 -0.82 -0.41
H 0.27 0.64 -0.07
H -0.08 -0.42 -0.26
O 0.51 0.00 -0.93
C 1.96 -2.98 -0.43
C 1.53 -1.53 -0.74
H -0.17 -0.27 -0.49
H -0.43 -0.44 0.27
H 0.07 -0.07 -0.24
H 0.41 0.11 0.22
H 0.10 -0.11 0.15
N 0.90 -0.14 -0.81
H -0.27 -0.13 0.41
C -0.52 -0.08 0.19
H -0.10 0.26 -0.22
S -1.00 -1.27 2.51
H -0.14 0.45 -0.78
H 0.10 -0.42 -0.53
H -0.26 -0.63 0.37
H -0.27 0.40 -0.07
H -0.03 0.18 0.04
C -1.07 -0.32 -0.82
H -0.30 0.00 0.09
C -1.27 -0.13 0.65
H 0.29 -0.02 0.00
N -1.37 0.82 -2.76
C -1.24 0.36 0.23
C -2.78 2.38 -0.40
H 0.37 0.01 0.31
H 0.60 -0.50 0.31
H 0.03 0.06 -0.02
H -0.89 0.46 0.33
C -0.28 0.51 1.47

Values from the calculation:
Total charge = -1
Relative energy (zero: lowest compared OMol25 entry of this formula, charge and spin) = 49.8 kcal/mol
E_tot = -2864.8136 Eh
M = 614.92 g mol⁻¹
Lowest unoccupied orbital energy = 2.2 eV



DFT (ωB97M-V/def2-TZVPD) results for C23H29Cl5ErNO2P2 as an isolated structure at a distorted geometry.

CARTESIAN COORDINATES (ANGSTROEM)
C (3.205792, 0.092553, 2.759928)
H (1.508484, -0.986267, -3.029897)
C (-2.216322, 1.053552, 5.413823)
C (-1.041883, -0.204221, 3.690216)
Er (-0.280729, -0.110963, 0.782007)
C (-3.010012, -0.936095, -2.266322)
H (-2.394860, -2.835608, 0.396511)
C (-2.023908, 1.654064, -1.561377)
Cl (-2.765201, 1.245688, 7.020104)
H (-2.146481, -0.963160, -2.942226)
H (2.580891, 0.375758, 3.616816)
C (2.006466, 2.218188, 1.286268)
C (-1.349320, -3.124947, 0.496573)
H (-1.323355, 4.064034, -2.474056)
H (-4.858755, 0.703375, -0.857009)
C (-0.657726, 3.711008, -1.678462)
H (3.397964, 0.951485, -0.917381)
H (-0.006875, 1.752593, -6.160540)
H (3.005536, 2.710859, 1.298436)
C (1.202431, -4.237224, 0.502160)
C (-1.105198, -4.374563, 1.053930)
C (0.999502, 2.786678, 0.285845)
H (2.174642, -4.714594, 0.447225)
H (4.562125, 0.988464, 0.458408)
H (0.453327, 5.534602, -1.580982)
P (-2.482687, 0.100657, -0.855702)
H (0.285683, -1.581979, -3.692123)
C (-0.874651, 2.413758, -1.164070)
Cl (-3.446537, 3.419780, 4.861624)
Cl (-1.018142, -1.249625, 6.201355)
H (-1.947213, -4.960081, 1.440540)
H (0.033553, -1.481443, -1.249478)
P (2.342052, 0.373134, 1.179010)
H (-2.609805, 1.933078, -2.421463)
C (-4.122161, 0.437309, -0.081882)
N (-0.017930, 1.986242, -0.136522)
C (1.129511, 4.088332, -0.150425)
H (1.868732, -2.404508, -0.478646)
C (0.293108, 4.536354, -1.148755)
C (3.724423, 0.439475, -0.001608)
C (-0.264215, -2.421107, -0.063396)
H (-4.065265, 1.253565, 0.653195)
H (4.150285, 0.654305, 2.788060)
H (-3.241888, -1.952393, -1.931912)
H (1.519554, 2.402327, 2.254335)
C (-2.105838, 1.868074, 3.099188)
H (0.256502, -5.976940, 1.475532)
C (0.137585, -4.939881, 1.074895)
H (3.431199, -0.975783, 2.855130)
H (1.966875, 4.707880, 0.219155)
O (-0.999485, 1.926416, -6.229673)
C (1.027589, -2.957286, -0.042408)
H (-0.612019, -1.385300, -0.992695)
O (0.929054, -1.789358, -2.920384)
H (-3.893434, -0.520839, -2.793493)
Cl (0.007707, -1.563988, 3.193590)
C (-1.448973, -0.076989, 5.031401)
H (-1.394163, 1.126861, -6.560899)
C (-1.372814, 0.740957, 2.722174)
Cl (-2.457365, 3.079108, 1.892649)
C (-2.538536, 2.035249, 4.434106)
H (4.031501, -0.587218, -0.240292)
H (-4.535428, -0.418401, 0.460093)

Force components x, y, z for each atom (eV/Å):
C 0.30 -0.10 0.20
H -0.51 -1.14 0.48
C 0.37 -0.08 -1.55
C -0.89 1.46 0.61
Er -0.69 -0.51 -0.14
C -0.07 -0.01 -0.31
H 0.31 0.50 0.18
C 1.71 -0.17 0.46
Cl 0.00 -0.05 0.20
H -0.30 -0.13 -0.05
H 0.08 -0.04 -0.29
C -0.36 -0.15 0.49
C 0.41 -0.55 -0.99
H 0.33 -0.16 0.29
H 0.23 0.08 0.18
C -0.23 0.88 -0.65
H 0.10 -0.16 0.23
H -2.19 0.25 -0.21
H -0.85 0.07 -0.19
C 0.21 0.10 -0.02
C -1.45 -0.22 0.15
C -0.01 0.15 -0.70
H 0.05 0.13 0.12
H -0.19 -0.19 -0.31
H -0.24 -0.42 0.29
P -0.95 0.93 0.23
H 1.24 -0.84 1.92
C -1.34 -0.96 0.84
Cl -0.17 0.19 0.23
Cl 0.08 -0.26 0.26
H 0.23 0.33 -0.05
H 3.18 1.05 -3.03
P 0.57 1.29 0.14
H 0.01 0.58 -0.15
C -0.59 0.01 0.15
N 0.63 0.43 -0.93
C 1.80 -0.30 1.21
H -0.30 -0.30 0.11
C -0.67 0.56 -1.38
C 0.29 -0.22 -0.07
C -0.26 -2.84 3.63
H 0.20 -0.20 -0.40
H -0.24 -0.09 0.08
H -0.02 0.07 -0.10
H 0.37 -0.18 0.17
C 0.21 -0.83 1.03
H 0.09 1.13 -0.39
C 1.07 -0.84 -0.05
H 0.00 0.16 0.01
H -0.61 -0.41 -0.21
O 2.26 0.29 0.42
C -0.40 -0.68 0.07
H -3.34 1.36 0.27
O -0.38 1.92 -2.88
H 0.53 -0.14 0.26
Cl -0.21 0.02 0.60
C -0.20 0.57 -0.37
H -0.08 -0.53 -0.21
C 0.12 -0.15 0.40
Cl 0.00 -0.09 0.30
C 0.50 -0.70 -0.42
H 0.11 0.30 -0.07
H 0.15 -0.18 -0.09

Values from the calculation:
E_tot = -5097.4831 Eh
2S+1 = 4
M = 757.96 g mol⁻¹
Lowest unoccupied orbital energy (alpha / beta) = -0.2 / -0.4 eV